Entry 1:
Entry from the Open Molecules 2025 dataset: a molecular structure, C29H46ClF6I4N2O10S3 in a non-equilibrium geometry (ωB97M-V/def2-TZVPD).

Results
HOMO: -10.7 eV
E: -147993.5265 eV
Orbital gap: 7.5 eV
Net charge: +1

Structure (XYZ):
```
101
Properties=species:S:1:pos:R:3:forces:R:3:mulliken_charge:R:1
C 0.92165 3.24357 4.08551 0.3242 0.4646 0.1622 -1.29
C 1.53415 3.55084 2.66506 -0.4829 -0.0634 1.4990 0.11
C 1.13490 2.39308 1.71472 1.1383 -0.0908 -0.0489 -2.94
I 2.71557 0.92240 2.21357 -0.2333 -0.2132 0.2997 0.13
C 0.80628 2.68371 0.20839 0.7772 -0.0735 -0.7599 3.50
C 0.81401 1.28606 -0.54963 -0.8975 0.6774 -1.2362 -1.73
O 0.90707 0.29090 0.04692 0.4794 -1.7744 2.1855 -0.06
N 0.59424 1.08256 -1.98744 -0.2546 1.3129 -0.4871 0.60
C 1.33287 0.05927 -2.61220 0.3885 1.9938 -1.8970 -0.07
O 1.41948 -1.06545 -2.37815 -0.0115 -2.8726 1.4163 -0.20
F 1.90081 0.46034 -3.77016 -0.2049 0.8854 0.4150 -0.34
C 1.92497 3.49784 -0.55740 3.1637 1.0158 0.2348 -0.17
O 2.17084 4.75228 0.02883 -2.2364 0.0228 -0.2498 -0.45
C 3.46820 3.06511 -0.74827 0.6085 -1.3488 -0.1253 -1.89
I 4.86306 3.52304 0.89450 -0.4805 -0.1355 -0.4146 0.22
C 3.84370 1.77961 -1.55858 1.1045 0.7450 0.3467 -0.63
C 4.13320 0.45199 -0.85838 0.5393 -0.4933 -0.5279 -0.73
I 5.83223 2.28178 -2.42559 -0.4369 -0.0108 -0.1897 0.18
O 1.66514 3.63585 -1.98757 -1.0673 0.3494 0.9911 -0.37
S 0.34069 4.36165 -2.44060 -0.6920 0.3581 -3.7311 1.68
O -0.39142 3.53422 -3.34821 -0.2063 -1.8556 1.5633 -0.68
O 0.61926 5.54810 -3.18129 1.1824 1.1940 1.8875 -0.64
C -0.63408 4.67445 -0.86660 -1.2003 -0.6024 -1.2012 -0.06
Cl -2.17612 5.02744 -1.79553 0.1598 -0.1899 0.6517 0.07
S -0.41969 6.37760 -0.08694 1.5893 6.2170 2.6689 1.55
C 0.49416 7.55518 -1.18384 -0.1697 -1.3048 -1.1367 -1.07
O 0.34085 6.52069 1.13250 0.7624 -2.1507 -0.4222 -0.61
O -1.66493 7.08387 0.08704 -1.0305 -1.6420 -1.0517 -0.68
C -0.69227 3.35765 0.04628 -0.3662 -0.6568 -0.9444 1.43
C -1.71989 2.34969 -0.61061 -0.8958 1.1634 -0.9584 -3.56
C -2.25643 0.98795 -0.11638 -0.6219 -1.9157 0.2606 -1.70
C -1.64327 0.00682 0.91430 0.5289 -0.6688 0.0466 -0.71
I -3.11902 -1.08808 2.09857 0.3514 0.3519 -0.3941 0.03
S -1.64346 3.69101 1.60352 0.9935 -0.0330 5.5340 1.45
O -1.11414 4.68360 2.47709 0.5719 2.0057 -1.7906 -0.60
O -1.78812 2.54004 2.47529 -0.5841 -1.7344 -2.3817 -0.64
C -3.42628 4.22711 1.47477 -2.3361 0.6014 -0.2609 0.69
F -3.71793 5.25030 0.68317 0.6504 -0.1148 -1.0713 -0.24
F -3.69570 4.70453 2.68879 1.1789 -0.5232 0.8425 -0.25
C -4.59124 3.19126 1.27520 -2.3459 1.5403 0.2821 0.51
F -4.90535 2.96895 0.00223 1.2171 -0.9057 -0.6938 -0.24
F -4.56378 2.11709 2.00516 1.0234 -1.1756 -0.1250 -0.18
F -5.69061 3.84677 1.70734 0.0163 0.5360 0.2861 -0.28
H 0.44440 2.25793 4.13656 -0.0735 0.2920 -0.0838 0.25
H 1.70749 3.23452 4.85673 -0.1112 -0.0236 -0.3573 0.39
H 0.21769 4.01985 4.39954 -0.0554 -0.3186 -0.2273 0.30
H 2.60205 3.58412 2.90173 -0.0986 -0.2087 -0.9190 0.59
H 1.30856 4.56430 2.32010 -0.4487 -0.3983 -0.1008 0.11
H 0.34090 1.74498 2.08235 -0.1573 0.7805 0.0517 0.29
H -0.36136 0.72968 -2.05899 -0.0530 0.4258 -0.0408 0.40
H 2.43890 5.37899 -0.65906 0.2545 -0.1022 0.1446 0.57
H 3.84929 3.85535 -1.40622 -0.7098 -0.0332 0.2237 1.07
H 3.25706 1.78204 -2.48193 -0.0660 -0.3137 0.3587 0.82
H 3.28684 -0.21181 -0.64372 -0.0124 0.5176 0.1862 -0.33
H 4.80518 -0.13302 -1.50391 -0.3930 0.0910 0.0476 0.58
H 4.73687 0.64757 0.03719 -0.4266 -0.0668 -0.1177 0.38
H 1.45031 7.13101 -1.50718 -0.3280 0.2122 -0.0956 0.27
H 0.67760 8.47324 -0.62210 -0.4292 -0.5091 0.5474 0.43
H -0.16949 7.75833 -2.02999 0.4161 -0.0694 0.0104 0.38
H -2.65152 2.94095 -0.68988 0.4306 -0.1579 0.1050 1.18
H -1.47963 2.31223 -1.68494 0.2211 -0.1733 0.4558 1.49
H -3.31282 1.02396 0.18712 0.4229 0.8491 -0.0529 0.94
H -2.37384 0.36009 -1.02295 0.2175 0.3855 0.1434 0.55
H -1.13316 -0.81893 0.40513 -0.2722 0.3856 0.1386 -0.33
H -0.94479 0.37905 1.65968 -0.4066 0.2509 -0.1505 0.26
C -1.60614 -5.20369 -3.02072 0.0568 -0.0756 0.0168 -1.35
C -1.68314 -6.22609 -1.89050 0.0070 0.0626 -0.1331 -0.29
C -2.17387 -5.64567 -0.56547 -0.0564 -0.3935 -0.0493 -0.96
C -1.36775 -4.55854 0.12740 -0.3066 -0.0497 -0.1169 -0.67
N 0.04472 -4.86084 0.57879 0.4386 0.5611 0.7499 0.59
C 1.07849 -4.83367 -0.53035 -0.1030 -0.0323 -0.1738 -0.88
C 1.24686 -3.36872 -0.88557 -0.1958 -0.1750 -0.1110 -1.01
C 1.07730 -2.62707 0.43731 -0.2391 0.3058 0.0492 1.36
C 0.49085 -3.63869 1.41656 0.1062 -0.0143 -0.1616 -1.13
C 0.15384 -6.07651 1.48276 0.3962 -0.1722 -0.4775 -0.62
C 0.30954 -7.44622 0.80465 -0.3511 -0.4913 0.4431 -0.45
C -0.90121 -8.38577 0.92293 0.0027 -0.0653 -0.3464 -1.33
H -0.99841 -4.33593 -2.75401 0.0096 0.0086 -0.0342 0.18
H -1.16332 -5.65550 -3.90841 -0.0237 0.0626 -0.0187 0.39
H -2.60205 -4.84918 -3.29045 0.0227 0.0485 0.0302 0.43
H -0.72107 -6.72814 -1.77456 -0.0180 -0.0325 0.0360 0.15
H -2.38080 -7.01111 -2.19157 0.0043 -0.0052 0.0893 0.45
H -2.37274 -6.45031 0.14286 0.0938 -0.0087 0.0236 0.30
H -3.16103 -5.21009 -0.75289 0.0832 0.1837 0.0942 0.56
H -1.90933 -4.29831 1.03768 0.0967 0.0699 0.0027 0.29
H -1.33010 -3.65743 -0.48430 0.2015 0.0042 0.0260 0.43
H 2.00067 -5.24391 -0.11590 -0.0930 -0.0737 0.0770 0.50
H 0.75981 -5.43507 -1.37406 -0.0307 -0.1024 0.0977 0.52
H 0.48191 -3.04884 -1.59472 0.1555 -0.1609 0.0269 0.05
H 2.20821 -3.17130 -1.35634 -0.0848 -0.1450 0.0092 0.79
H 0.42781 -1.76022 0.32052 0.3009 -0.3545 0.0448 -1.07
H 2.03157 -2.25555 0.80859 -0.0725 0.0409 0.0788 0.61
H -0.35662 -3.26367 1.98544 -0.0371 -0.1125 0.0119 0.43
H 1.26381 -3.97022 2.10509 -0.1198 -0.1889 0.0022 0.31
H -0.68188 -6.03526 2.18106 -0.0825 -0.0278 -0.1120 0.52
H 1.06413 -5.92207 2.05909 -0.0856 0.2273 -0.0129 0.37
H 1.12641 -7.94979 1.32537 0.0851 0.1918 -0.0328 0.58
H 0.63557 -7.37863 -0.23154 -0.0020 0.1653 0.0210 0.25
H -1.54120 -8.12959 1.76817 0.0317 -0.0100 0.0071 0.35
H -0.56762 -9.41356 1.06138 -0.0034 0.0326 0.0283 0.36
H -1.50332 -8.38195 0.01506 -0.1029 0.0254 0.0726 0.28
```
Positions in Å, forces in eV/Å.

Entry 2:
Entry from the Open Molecules 2025 dataset: a molecular structure, C24H24Cl3F2N6Re in a non-equilibrium geometry (ωB97M-V/def2-TZVPD).

Results
⟨S²⟩: 3.780
HOMO (spin up / spin down): -17.0 / -16.9 eV
ΔE to the lowest compared entry with this formula, charge and spin: 0.0 kJ/mol
Spin multiplicity: 4
E: -79324.2412 eV
Orbital gap (spin up / spin down): 8.1 / 5.7 eV
Net charge: +3

Structure (XYZ):
```
60
Properties=species:S:1:pos:R:3:forces:R:3:mulliken_spin:R:1
Re -0.15582 0.09496 -0.09925 0.9490 1.2791 0.8113 2.45
C -1.65212 2.04916 1.76655 -0.5579 0.0974 -0.1419 0.02
C -2.69332 0.92026 1.74215 0.2029 0.5887 0.3049 0.00
N -2.43362 -0.01064 0.61955 0.5397 -0.0316 -0.7429 0.05
C -2.69952 -1.42754 0.92465 -0.0696 -0.4289 -0.0150 0.02
C -1.50612 -2.10484 1.55705 -0.4448 -0.5538 0.2820 0.03
C -1.69562 -3.29794 2.23545 0.0956 0.3341 -0.1919 0.00
C -0.61252 -3.91114 2.84835 0.1952 0.2849 -0.0947 0.01
C 0.60668 -3.24984 2.84135 -0.3213 0.1424 -0.2148 -0.01
C 0.73178 -2.04094 2.16425 0.3615 -0.2956 0.3446 0.03
C 2.03688 -1.28174 2.29005 0.1843 -0.0559 0.0569 -0.01
N 1.98848 0.07496 1.76985 -0.1851 -0.2090 -0.5446 0.15
C 1.82558 1.16616 2.72515 -0.0833 0.5322 0.0253 0.00
C 0.84128 2.19006 2.14195 0.6843 0.0026 0.1442 0.03
N -0.32952 1.39406 1.70605 -0.2407 -0.4835 0.0207 0.07
N -0.29312 -1.52024 1.46655 -0.0148 0.6374 -0.6851 0.11
H -1.76562 2.62936 2.68855 0.0801 -0.1003 -0.0803 0.00
H -1.76502 2.74556 0.93235 0.0583 -0.0834 0.1213 0.00
H -3.70072 1.33626 1.69215 -0.0002 -0.0953 -0.0090 0.00
H -2.61902 0.35966 2.67775 -0.0271 -0.0320 -0.0396 0.00
H -3.03432 0.24076 -0.16365 0.0543 -0.0193 0.1134 0.00
H -2.95932 -1.95584 -0.00245 -0.0056 0.2000 0.1169 0.00
H -3.55572 -1.53584 1.60275 0.0888 0.0604 -0.1708 0.00
H -2.68242 -3.73144 2.28135 -0.1123 -0.0502 0.0317 0.00
H -0.72882 -4.85434 3.35895 -0.0001 -0.1022 0.0618 0.00
H 1.45488 -3.66014 3.36515 0.1432 0.0126 0.0944 0.00
H 2.82138 -1.86044 1.79435 -0.0005 0.0997 0.0094 0.00
H 2.29658 -1.28204 3.35645 0.0385 -0.0377 -0.1298 0.00
H 2.76628 0.26816 1.14915 -0.0537 -0.1198 0.0770 0.00
H 2.77748 1.65476 2.95405 -0.0935 -0.0704 0.0325 0.00
H 1.42308 0.78276 3.66795 0.0197 -0.0452 -0.0447 0.00
H 1.28578 2.71266 1.29415 -0.1308 0.0240 -0.0366 0.00
H 0.56598 2.92646 2.90465 -0.0869 -0.1094 -0.1642 0.00
H -0.40302 0.67766 2.44105 0.0933 0.0437 -0.3151 0.01
F 4.90798 -1.28414 -1.75265 0.1126 -0.0492 -0.0386 0.00
C 3.88838 -0.47554 -1.95265 -0.6469 0.3024 -0.0235 -0.02
C 2.78038 -0.58904 -1.10435 0.1577 -0.2663 0.0271 0.00
C 1.68598 0.24726 -1.24185 -0.5181 0.2519 0.0264 -0.15
C 1.68198 1.18516 -2.30745 0.3680 -0.2480 0.0738 -0.02
C 2.79658 1.23796 -3.17105 -0.2382 -0.4081 0.8067 -0.02
F 2.79978 2.06816 -4.19615 0.0453 0.1986 -0.1940 0.00
C 3.91308 0.43596 -2.99385 -0.1128 -0.0998 0.0911 0.06
C 0.47668 1.98076 -2.45905 0.1080 0.3644 -0.4257 0.07
C 0.25038 2.93886 -3.45715 -0.0422 -0.0588 0.2068 0.00
C -0.97962 3.56306 -3.55995 0.0347 -0.1984 0.2587 0.02
C -1.96882 3.24246 -2.63765 0.0805 -0.2285 0.2475 -0.01
C -1.67112 2.31676 -1.65585 -1.0142 0.5790 -0.3439 0.01
N -0.49382 1.69696 -1.54725 0.4224 -0.8349 0.4482 -0.03
H 2.79698 -1.39784 -0.38865 0.0786 -0.0450 0.1455 0.01
H 4.75098 0.50386 -3.67285 0.0638 0.0169 -0.0039 0.00
H 1.02718 3.20596 -4.15415 0.0413 -0.1637 0.0435 0.00
H -1.16992 4.27746 -4.34745 0.0315 0.0718 -0.0286 0.00
H -2.94722 3.69856 -2.67905 -0.0225 -0.0324 0.0638 0.00
H -2.43872 2.05616 -0.94295 0.0261 0.0265 0.0331 0.01
Cl -1.14202 -2.95554 -4.72125 -0.1049 0.0021 1.0129 0.01
C -1.49732 -3.18744 -2.98445 -0.8531 -1.7758 -1.2653 0.00
Cl -3.27322 -3.12324 -2.66925 0.6151 -0.0059 -0.1538 0.01
Cl -0.81272 -4.73184 -2.36555 -0.2443 0.8320 -0.2663 0.01
C -0.95122 -2.12724 -2.20445 1.0639 1.6944 1.1755 0.19
N -0.54762 -1.28224 -1.52745 -0.8128 -1.3410 -0.9440 -0.13
```
Positions in Å, forces in eV/Å.

Entry 3:
Entry from the Open Molecules 2025 dataset: a molecular structure, C30H45BrCdN2P2 in a non-equilibrium geometry (ωB97M-V/def2-TZVPD).

Results
HOMO (spin up / spin down): -13.4 / -13.4 eV
ΔE to the lowest compared entry with this formula, charge and spin: 0.0 kJ/mol
E: -127986.9448 eV
Orbital gap (spin up / spin down): 6.6 / 6.6 eV
Net charge: +2

Structure (XYZ):
```
81
Properties=species:S:1:pos:R:3:forces:R:3:mulliken_charge:R:1
N -2.01897 -1.10165 -8.80519 0.1610 -0.2621 -0.2701 -0.54
C -1.31731 -2.10987 -8.28945 -0.2090 0.3639 1.1268 -0.31
C -1.03561 -2.19241 -6.91309 0.1690 0.5282 0.2204 -0.51
C -1.40342 -1.11390 -6.04749 -0.5989 0.4987 -0.9814 0.41
C -2.17464 -0.06944 -6.63059 0.6062 -0.7983 -0.4304 -0.50
C -2.45133 -0.13219 -8.01193 -0.0200 0.1396 0.8295 -0.33
C -1.07205 -1.10535 -4.60350 0.1248 -0.1213 1.0441 -0.06
Cd -0.61880 -0.02438 0.51785 0.9752 0.2606 1.1166 1.88
P -1.09137 -0.11221 3.09981 -0.1599 -1.8014 0.9238 -0.09
C -1.14048 -0.08625 -3.66678 0.5219 0.4339 -2.6976 -1.24
C -1.00197 -0.38502 -2.27403 -0.1774 -0.5588 1.1215 1.96
C -2.08681 -0.17897 -1.32807 -0.2142 -0.1850 -0.5795 -1.37
C -2.53423 -1.38673 -0.68502 0.8379 -0.0541 -1.3300 -0.39
C -1.87243 -2.57508 -1.08495 1.1855 1.5363 1.8315 -0.61
C -0.46245 -2.44233 -1.13605 -0.1335 1.1032 -1.4286 -0.64
C 0.01318 -1.30199 -1.86606 -1.2353 -0.2633 0.4830 -0.65
Br -2.80118 -4.05046 -1.51533 -0.5640 -1.5058 0.4137 0.04
H -0.82082 -2.12369 -4.25053 -0.0587 0.6269 0.0747 0.25
H -1.31761 0.93959 -4.02109 -0.3903 -0.4406 0.2302 0.44
H -0.48717 -3.07804 -6.56778 -0.2034 0.5104 0.1171 0.35
H -2.55369 0.75533 -6.03150 0.0680 -0.1589 -0.1420 0.30
H -0.98200 -2.89036 -8.97227 -0.1124 0.1840 0.1569 0.37
H -3.06617 0.62824 -8.49969 0.2141 -0.1179 0.2573 0.37
H -2.73245 0.72191 -1.41035 0.3672 -0.8484 0.1791 0.63
H 1.00524 -1.12176 -2.30576 -0.3647 -0.7362 0.5036 0.59
H -3.32213 -1.53476 0.03362 -0.7288 0.5909 -0.3174 0.75
H 0.16244 -3.20655 -0.72746 0.4243 -0.6058 -0.5232 0.85
P 0.94706 2.01579 0.83934 -0.6598 0.1092 -1.2538 0.32
C -1.68566 -1.88540 3.28045 -0.2845 -0.1057 -0.0203 -0.26
C -2.70059 -2.30908 4.36616 -0.3709 -0.4934 -0.0977 -1.28
H -0.74926 -2.46639 3.45166 -0.5344 0.2952 -0.3942 0.32
H -2.15434 -2.21479 2.30129 0.8292 0.4645 0.8599 0.12
H -2.84175 -3.39592 4.17117 -0.0829 0.6285 0.4476 0.42
H -2.36985 -2.18935 5.40997 0.0636 0.0644 -0.4928 0.30
H -3.70758 -1.84704 4.27024 0.7290 -0.0934 -0.0733 0.28
C -2.54185 0.97463 3.35850 -0.3025 1.0634 0.1352 -0.23
C -3.03286 1.51334 4.71690 -0.4322 0.7586 0.3286 -1.45
H -3.37140 0.35857 2.96665 0.2765 0.4169 -0.3353 0.40
H -2.39807 1.91550 2.73538 -0.2180 -1.3926 0.3158 0.12
H -3.82340 2.24390 4.46400 0.2387 -0.3163 0.1376 0.43
H -3.51354 0.81487 5.40552 0.3113 -0.3291 -0.3067 0.35
H -2.31625 2.10285 5.30377 0.1966 -0.3370 -0.3367 0.33
C 0.28079 0.15257 4.38754 0.2298 -0.1735 -0.8616 -0.23
C 0.30470 -0.34504 5.84001 0.3323 -0.3321 0.7529 -1.42
H 0.32608 1.24718 4.40168 0.3602 -0.0181 -0.0233 0.35
H 1.23689 -0.25593 3.94918 -1.0280 0.6261 -0.0789 0.34
H 1.29176 -0.00466 6.22154 -0.5844 -0.1844 -0.0998 0.42
H -0.43966 0.05401 6.53882 -0.0645 0.1001 -0.5077 0.33
H 0.31210 -1.44141 5.98772 -0.1178 0.4591 -0.4907 0.32
C 2.50398 2.31746 1.73969 0.1128 -0.4272 0.1528 -0.59
C 3.32451 3.47276 1.17796 0.3833 0.3170 0.0086 -1.35
H 3.07980 1.37880 1.74827 -0.2810 0.4039 0.1182 0.44
H 2.24047 2.51402 2.78622 -0.1535 -0.0624 -0.1579 0.55
H 4.02345 3.14519 0.40123 -0.2653 0.0596 0.0648 0.30
H 2.70490 4.28234 0.77351 0.1410 -0.1436 0.0834 0.29
H 3.93650 3.89515 1.97964 -0.0824 0.0248 -0.1328 0.41
C -0.22076 3.38599 1.28011 0.5500 -0.1639 0.0119 -0.53
C -1.30195 3.59500 0.21540 -0.3732 -0.0834 -0.0771 -1.13
H 0.36342 4.30638 1.42159 -0.1734 -0.1638 0.0257 0.55
H -0.64195 3.10584 2.25416 -0.0043 0.2300 -0.1472 0.31
H -0.90799 4.10796 -0.67753 -0.1810 -0.2345 0.4206 0.32
H -1.75719 2.63797 -0.12488 0.2286 0.4262 0.2037 0.10
H -2.11941 4.20448 0.62634 0.2587 -0.1379 -0.1772 0.42
C 1.17008 2.28824 -0.97322 0.0122 0.6413 -0.4287 -0.64
C 2.35488 1.61578 -1.66347 -0.0412 -0.2965 -0.1073 -1.21
H 1.17562 3.37066 -1.16671 0.1550 -0.1949 -0.0100 0.62
H 0.24938 1.90914 -1.47088 0.4029 0.2904 0.4696 0.30
H 2.22898 1.71327 -2.74899 0.1486 0.0662 0.2207 0.38
H 3.32461 2.04686 -1.38741 -0.2897 -0.1147 -0.0664 0.28
H 2.36871 0.54099 -1.44187 0.0908 0.2362 -0.0318 0.06
C 5.05761 -2.73910 0.05058 -0.8371 0.6334 0.1536 -0.38
C 3.84222 -3.41802 0.20543 -0.3122 0.2086 0.1359 -0.89
C 2.67417 -2.69991 0.51905 0.3542 0.0985 -0.2374 -0.15
N 2.60007 -1.35455 0.56318 0.5880 -0.5681 -0.1016 0.27
C 3.76559 -0.72027 0.35239 0.2495 -0.2270 -0.0453 -0.07
C 5.00364 -1.34166 0.14610 -0.5272 -0.1655 0.0216 -1.29
H 5.99164 -3.25574 -0.13693 -0.1386 -0.0043 -0.0224 0.44
H 3.75929 -4.49695 0.07765 0.1829 0.2526 0.2056 0.41
H 1.74306 -3.23224 0.73559 0.3464 0.0632 -0.0990 0.52
H 3.72013 0.36404 0.31968 0.1014 -0.2185 0.0525 0.59
H 5.87349 -0.69979 0.04330 -0.0180 -0.2745 -0.0417 0.44
```
Positions in Å, forces in eV/Å.

> Which of these has the lowest E?

C29H46ClF6I4N2O10S3

> The lowest net charge belongs to which entry?

C29H46ClF6I4N2O10S3

> Which of these has the highest net charge?

C24H24Cl3F2N6Re

> Number 1 is which compound?

C29H46ClF6I4N2O10S3